# 1
58
Properties=species:S:1:pos:R:3 method="wB97M-V/def2-TZVPD" gap_ev=4.344 total_charge=-2 e_lumo_ev=3.706 homo_energy_ev=-0.64 fmax_ha_per_bohr=0.0079 e_above_lowest_kj_mol=15.8
Na 2.64271 -0.90230 0.39088
Se 5.10379 -0.10268 1.58243
Te 5.78963 -1.35959 -0.47918
Te 4.89362 0.17338 -2.53203
Se 2.46724 -0.43451 -2.76277
N 1.82093 -3.10657 0.09333
C 0.85049 -3.41713 1.06723
C 1.17407 -4.24667 2.14700
C 0.21907 -4.46910 3.13440
C -1.01757 -3.84876 3.09126
C -1.35450 -2.97705 2.02492
C -2.50464 -2.15657 1.99752
C -2.52159 -1.09397 1.05649
C -1.63752 -1.02349 0.02921
N -0.76565 -2.14645 -0.24247
C -0.40463 -2.83795 0.97568
H 2.58384 -3.76434 0.03185
H 1.43179 -2.85325 -0.80513
H 2.15199 -4.71215 2.19747
H 0.46003 -5.12808 3.96234
H -1.73626 -4.00000 3.88978
H -3.20350 -2.17720 2.82508
H -3.21133 -0.26618 1.19928
H -1.59140 -0.17959 -0.65101
C 0.54664 -0.86056 3.51135
O 0.82175 -0.19674 2.28785
C 0.14820 0.93731 2.01574
C -0.63799 1.63904 2.91319
C -1.26326 2.80255 2.46898
Br -2.34140 3.76542 3.71428
C -1.14947 3.27641 1.19085
C -0.36896 2.55461 0.27712
C 0.27211 1.40514 0.70349
O 1.06788 0.69339 -0.14595
C -0.30114 3.01531 -1.12909
N -1.00159 4.03252 -1.58042
C -0.69671 4.09928 -2.92376
C -1.15675 4.97071 -3.91448
C -0.69289 4.79104 -5.20117
C 0.21316 3.76080 -5.51923
C 0.68159 2.88803 -4.55673
C 0.21383 3.08283 -3.25964
N 0.45021 2.40592 -2.09069
H -0.52387 -1.06165 3.60097
H 0.90638 -0.27563 4.36327
H 1.07860 -1.80746 3.45710
H -0.77977 1.29788 3.92687
H -1.65442 4.17091 0.85804
H 0.53415 0.11972 -0.72515
H -1.86051 5.75607 -3.66840
H -1.03709 5.45033 -5.98954
H 0.54510 3.64675 -6.54389
H 1.36388 2.07935 -4.78392
H 1.05534 1.58631 -1.99443
C -1.40150 -3.07323 -1.18419
H -1.58146 -2.54541 -2.12307
H -2.35538 -3.45838 -0.79927
H -0.73528 -3.91835 -1.37961


# 2
18
Properties=species:S:1:pos:R:3 method="wB97M-V/def2-TZVPD" gap_ev=10.345 e_lumo_ev=0.940 homo_energy_ev=-9.41 fmax_ha_per_bohr=0.0163 e_above_lowest_kj_mol=257.8
C 1.29122 0.24856 -1.58456
N 2.14426 0.66913 -0.77015
H 0.95018 0.76586 -2.48603
H 0.84019 -0.71870 -1.38596
H 2.53400 1.58667 -0.97084
C -1.60133 0.93421 0.25849
C -2.13779 -0.30008 -0.45047
H -1.55088 1.78213 -0.42454
H -2.25021 1.20473 1.08787
H -0.61258 0.73720 0.65970
H -1.57425 -0.50646 -1.35496
H -2.06652 -1.16566 0.19984
H -3.18132 -0.16207 -0.73374
N 1.23561 -0.48672 1.87045
O 0.81779 -1.75746 1.40262
H 1.66928 0.01946 1.09540
H 1.93353 -0.63036 2.60076
H 1.55886 -2.22043 0.98610


# 3
18
Properties=species:S:1:pos:R:3 method="wB97M-V/def2-TZVPD" gap_ev=10.038 e_lumo_ev=0.891 homo_energy_ev=-9.15 fmax_ha_per_bohr=0.0389 e_above_lowest_kj_mol=175.4
C -1.38019 -1.77843 -0.33000
C -0.18459 -0.86600 -0.16698
C 1.13504 -1.09930 0.01787
C 1.50735 0.37312 0.07357
O 2.09483 0.77712 1.33015
C -0.02803 0.61733 -0.09787
N -0.60438 1.24168 1.06391
N -0.36829 1.34406 -1.28435
H -2.14791 -1.31757 -0.95621
H -1.85232 -1.89130 0.65405
H -1.09589 -2.77954 -0.66084
H 1.74203 -1.99707 0.09143
H 2.13277 0.72103 -0.75763
H 1.34990 1.24138 1.76061
H -0.78325 0.56403 1.80618
H -1.52707 1.60616 0.82868
H -0.03060 2.30361 -1.24734
H 0.04060 0.93967 -2.12524